No. 1
This record from the Open Molecules 2025 dataset describes a structure of composition C27H43BrN2OP2Pd. The level of theory is ωB97M-V with the def2-TZVPD basis set.

Structure (XYZ):
```
77
Properties=species:S:1:pos:R:3:mulliken_charge:R:1
C -3.874 -2.698 -5.609 -0.336
C -2.531 -2.323 -5.366 0.533
C -1.630 -2.492 -6.449 -0.511
C -2.097 -3.014 -7.659 -0.378
N -3.367 -3.352 -7.847 -0.071
C -4.242 -3.208 -6.857 -0.426
C -2.076 -1.817 -4.118 0.183
C -1.813 -1.429 -2.953 -1.121
C -1.755 -1.304 -1.499 0.245
C -2.534 -0.571 -0.570 -1.691
C -2.217 -0.547 0.760 0.136
C -1.293 -1.455 1.242 0.955
C -0.418 -2.131 0.365 -0.832
C -0.730 -2.220 -1.028 -0.421
Pd 0.042 -0.760 -2.222 0.021
P -0.045 2.429 1.233 1.007
H -0.584 -2.238 -6.370 0.432
H -4.636 -2.610 -4.848 0.435
H -1.413 -3.157 -8.492 0.391
H -5.271 -3.504 -7.049 0.394
H -0.615 -3.197 -1.503 0.437
H -3.404 -0.079 -0.984 0.539
H 0.240 -2.796 0.919 0.769
H -2.698 0.159 1.453 0.188
C 0.652 3.484 2.518 -0.875
C 1.394 4.719 1.991 -1.332
H 1.281 2.868 3.176 0.594
H -0.214 3.797 3.136 0.593
H 1.740 5.289 2.871 0.416
H 2.292 4.459 1.390 0.265
H 0.715 5.361 1.391 0.290
C 0.495 2.954 -0.479 -0.231
C -0.527 3.484 -1.419 -1.599
H 1.034 2.088 -0.929 0.192
H 1.283 3.691 -0.195 0.377
H -0.055 3.532 -2.390 0.445
H -1.400 2.855 -1.514 0.319
H -0.841 4.477 -1.170 0.381
C -1.819 2.803 1.348 -0.436
C -2.103 4.303 1.462 -1.218
H -2.229 2.298 2.240 0.336
H -2.298 2.348 0.468 0.311
H -3.189 4.445 1.379 0.436
H -1.781 4.697 2.439 0.326
H -1.601 4.884 0.672 0.192
Br -0.121 0.320 2.664 -0.250
P 3.166 -0.833 0.892 -0.056
C 3.221 0.984 1.137 1.011
C 4.654 1.528 1.085 -1.408
H 2.772 1.249 2.102 0.069
H 2.574 1.443 0.390 -0.613
H 4.614 2.590 0.812 0.420
H 5.166 1.475 2.055 0.362
H 5.284 1.001 0.359 0.365
C 2.604 -1.722 2.359 0.280
C 3.745 -2.561 2.951 -1.392
H 1.749 -2.372 2.145 -0.131
H 2.258 -1.006 3.126 0.205
H 3.497 -2.827 3.985 0.412
H 3.862 -3.490 2.380 0.345
H 4.681 -1.985 2.942 0.366
C 2.579 -1.585 -0.660 1.825
C 3.737 -1.658 -1.646 -1.447
H 1.662 -1.009 -1.112 -1.547
H 2.193 -2.586 -0.430 0.486
H 3.414 -2.256 -2.498 0.429
H 3.988 -0.650 -1.993 0.355
H 4.635 -2.119 -1.216 0.401
C -2.559 -0.798 3.956 -1.242
C -1.950 -1.981 3.451 1.191
N -1.966 -3.083 4.182 -0.323
O -1.140 -2.047 2.486 -0.332
H -3.490 -1.044 4.433 0.628
H -2.749 -0.127 3.137 -0.020
H -1.914 -0.379 4.716 0.409
H -1.502 -3.949 3.851 0.267
H -2.527 -3.047 5.024 0.276
```

The calculation puts the HOMO energy (alpha / beta) at -0.3437 / -0.4116 Ha. As for the expectation value of S²: 2.44. As for the charge: +2. As for the spin multiplicity: 3.



No. 2
This record from the Open Molecules 2025 dataset describes a cluster of 4 separate species, C27H43F2IN3O13 in total. The level of theory is ωB97M-V with the def2-TZVPD basis set.

Structure (XYZ):
```
89
Properties=species:S:1:pos:R:3:mulliken_charge:R:1
C -1.162 -2.967 4.560 -0.622
C -2.292 -2.288 4.776 -0.332
C -3.532 -2.431 3.975 0.679
O -4.588 -2.255 4.514 -0.522
O -3.473 -2.828 2.673 -0.371
C -2.810 -1.895 1.811 0.112
C -3.779 -1.041 1.009 -0.772
C -4.190 0.273 1.699 -0.979
C -3.303 1.480 1.311 -1.200
C -1.920 1.326 1.942 0.030
C -1.088 2.607 1.832 -1.251
N 0.372 2.377 1.684 0.462
C 1.264 3.017 0.833 -0.622
C 2.494 2.505 1.038 -0.179
N 3.760 2.768 0.435 0.208
C 3.671 3.243 -0.899 0.604
O 4.400 4.018 -1.385 -0.431
F 2.690 2.681 -1.581 -0.126
C 4.582 3.635 1.237 0.424
O 5.745 3.652 1.171 -0.384
F 3.905 4.407 2.064 -0.194
N 2.389 1.554 2.047 -0.378
I 3.936 0.454 2.790 0.378
C 1.091 1.505 2.410 1.006
C 0.696 0.577 3.508 -1.581
H -0.521 -3.207 5.400 0.316
H -0.803 -3.275 3.586 0.266
H -2.332 -1.562 5.576 0.423
H -2.086 -1.331 2.400 0.032
H -2.224 -2.485 1.105 0.056
H -4.674 -1.637 0.849 0.553
H -3.314 -0.779 0.057 0.292
H -4.060 0.140 2.778 0.411
H -5.234 0.525 1.546 0.380
H -3.786 2.355 1.745 0.470
H -3.252 1.514 0.224 0.416
H -1.388 0.525 1.429 0.427
H -2.066 1.092 2.992 0.428
H -1.237 3.303 2.653 0.173
H -1.420 3.105 0.923 0.594
H 1.023 3.786 0.119 0.879
H 1.127 0.922 4.447 0.424
H 1.066 -0.419 3.280 0.399
H -0.370 0.490 3.651 0.102
C 1.796 -0.347 -3.522 -1.266
C 1.870 -0.801 -2.081 0.207
O 0.563 -1.071 -1.543 -0.288
C 0.052 -2.260 -1.878 0.676
O 0.591 -3.094 -2.552 -0.554
O -1.163 -2.353 -1.335 -0.225
C -1.868 -3.560 -1.665 -0.715
H 1.117 0.501 -3.621 0.288
H 2.783 -0.054 -3.880 0.402
H 1.420 -1.143 -4.163 0.389
H 2.285 -0.008 -1.461 -0.124
H 2.511 -1.676 -1.969 0.338
H -1.265 -4.438 -1.449 0.299
H -2.158 -3.548 -2.714 0.342
H -2.762 -3.580 -1.048 0.237
C -5.203 6.535 -1.588 -1.101
C -4.186 6.895 -0.528 -0.198
O -2.918 6.260 -0.779 -0.301
C -2.154 6.851 -1.694 0.673
O -2.410 7.851 -2.304 -0.542
O -1.047 6.112 -1.829 -0.238
C -0.150 6.589 -2.840 -0.635
H -5.287 5.452 -1.686 0.277
H -6.181 6.943 -1.332 0.370
H -4.910 6.929 -2.561 0.319
H -4.513 6.529 0.443 0.286
H -4.057 7.974 -0.447 0.318
H 0.083 7.640 -2.692 0.344
H -0.580 6.432 -3.827 0.301
H 0.763 6.006 -2.753 0.135
C 6.327 -7.448 -2.898 -1.091
C 5.767 -7.788 -1.534 -0.177
O 4.894 -6.753 -1.051 -0.378
C 3.659 -6.772 -1.550 0.713
O 3.220 -7.569 -2.334 -0.540
O 2.987 -5.742 -1.028 -0.341
C 1.653 -5.602 -1.527 -0.505
H 6.806 -6.467 -2.880 0.289
H 7.060 -8.193 -3.205 0.354
H 5.537 -7.412 -3.647 0.311
H 6.572 -7.859 -0.805 0.288
H 5.247 -8.745 -1.543 0.319
H 1.098 -6.533 -1.424 0.343
H 1.669 -5.282 -2.563 0.340
H 1.173 -4.836 -0.929 0.060
```

The calculation puts the HOMO energy at -0.4505 Ha. As for the charge: +1.



No. 3
This record from the Open Molecules 2025 dataset describes a structure of composition C27H43F7MgO3P. The level of theory is ωB97M-V with the def2-TZVPD basis set.

Structure (XYZ):
```
82
Properties=species:S:1:pos:R:3:mulliken_charge:R:1
C -1.359 2.153 8.403 -0.705
O -2.557 2.892 8.291 -0.401
C -3.417 2.445 7.260 -0.705
C -3.165 3.189 5.968 -0.475
C -4.140 2.786 4.849 -0.860
C -3.459 2.187 3.607 -0.422
C -4.243 2.501 2.326 -0.677
C -4.361 1.338 1.336 -1.206
C -3.041 0.654 0.999 -0.728
C -2.063 1.585 0.250 -0.291
C -1.737 1.120 -1.180 -1.282
C -0.206 1.138 -1.518 -0.654
C 0.118 -0.184 -2.192 -2.357
P 1.953 -0.677 -2.580 2.949
C 2.587 0.146 -0.923 -0.996
C 1.996 -0.550 0.268 0.258
O 1.405 0.001 1.142 -0.450
C 3.745 -1.495 -2.738 -1.334
O 4.735 -0.578 -2.992 -0.154
C 6.027 -0.922 -2.531 -0.794
C 1.332 -1.676 -4.220 -2.094
C 0.772 -2.885 -3.630 1.141
C 1.620 -3.875 -3.169 -0.474
C 1.150 -4.902 -2.371 -1.182
C -0.212 -5.069 -2.031 0.836
C -0.695 -6.161 -1.124 -1.373
C -1.082 -4.137 -2.609 -0.943
C -0.603 -3.058 -3.360 -0.626
C 2.349 0.851 -3.725 0.631
F 1.139 1.216 -4.258 -0.363
F 3.058 0.458 -4.807 -0.292
C 2.959 2.217 -3.276 0.485
F 2.898 2.966 -4.415 -0.345
F 2.207 2.876 -2.396 -0.283
C 4.462 2.393 -2.898 0.593
F 4.656 3.691 -2.746 -0.290
F 4.798 1.820 -1.756 -0.233
F 5.243 1.980 -3.863 -0.245
H -1.104 1.667 7.461 0.321
H -0.554 2.840 8.639 0.261
H -1.433 1.399 9.184 0.265
H -4.430 2.632 7.607 0.327
H -3.315 1.366 7.120 0.417
H -3.309 4.240 6.204 0.195
H -2.120 3.087 5.682 0.378
H -4.856 2.075 5.259 0.405
H -4.694 3.671 4.558 0.462
H -2.474 2.642 3.559 0.311
H -3.348 1.117 3.759 0.303
H -3.836 3.382 1.839 0.357
H -5.255 2.763 2.621 0.528
H -4.807 1.723 0.418 0.331
H -5.077 0.626 1.740 0.375
H -3.272 -0.227 0.402 0.534
H -2.583 0.317 1.923 0.265
H -2.528 2.565 0.189 0.239
H -1.165 1.662 0.854 0.410
H -2.139 0.118 -1.322 0.527
H -2.263 1.740 -1.899 0.411
H -0.092 1.962 -2.207 0.157
H 0.286 1.322 -0.577 0.515
H -0.501 -0.258 -3.078 0.874
H -0.263 -0.972 -1.541 0.756
H 1.684 -1.935 -1.769 -0.491
H 2.333 1.191 -0.789 0.453
H 3.658 0.026 -0.781 0.797
H 2.159 -1.647 0.366 -0.536
H 3.902 -1.975 -1.757 0.252
H 3.761 -2.314 -3.463 0.366
H 6.583 -1.467 -3.291 0.297
H 5.996 -1.496 -1.605 0.328
H 6.559 0.000 -2.331 0.265
H 0.562 -1.176 -4.801 0.663
H 2.134 -1.872 -4.921 0.553
H 2.681 -3.782 -3.344 0.830
H 1.897 -5.587 -1.960 0.744
H -0.728 -7.122 -1.625 0.304
H -0.050 -6.258 -0.255 0.301
H -1.669 -5.894 -0.735 0.402
H -2.136 -4.245 -2.408 0.469
H -1.322 -2.327 -3.694 0.448
Mg 2.258 -4.009 -0.620 0.973
```

The calculation puts the HOMO energy at -0.3947 Ha. As for the charge: +1.



Number 1: total energy -125798.239 eV, strongest force on any atom 4.3 eV/A. Number 2: total energy -73312.650 eV, strongest force on any atom 2.4 eV/A. Number 3: total energy -68581.171 eV, strongest force on any atom 2.1 eV/A.